1.
The following is a quantum chemistry calculation of a cluster of 5 separate species, C14H34IO16S5 in total in a non-equilibrium geometry, from the OMol25 dataset.

Values from the calculation:
**Total energy**: -4046.34340 a.u.
**Orbital gap**: 6.81 eV
**Multiplicity**: 1
**Total charge**: -1

Geometry as XYZ:
```
70
Properties=species:S:1:pos:R:3:forces:R:3:lowdin_charge:R:1
O -2.84390 2.04959 0.23768 0.431 0.109 -0.064 -0.010
C -3.24053 2.86739 -0.52320 -0.706 -0.806 0.145 -0.846
I -2.23910 4.79691 -0.56967 -0.363 0.018 -0.372 0.813
C -4.42027 2.59854 -1.46343 1.102 0.612 -0.032 -0.228
S -5.91492 3.29086 -0.68291 -1.329 0.606 1.293 0.330
O -6.22823 4.56818 -1.28645 0.399 -0.013 -0.928 -0.371
O -6.96062 2.29577 -0.80175 0.117 -0.524 -0.869 -0.369
O -5.48817 3.43881 0.69075 0.736 -0.034 0.722 -0.372
H -4.18813 3.05027 -2.42838 -0.377 -0.052 -0.027 0.083
H -4.50998 1.51486 -1.51987 -0.118 0.062 -0.044 0.091
O -1.25130 -2.47924 -1.16726 -0.193 0.305 -0.231 -0.302
S -2.63165 -2.87784 -1.21339 -0.491 -0.480 0.612 0.570
O -3.60945 -2.04704 -1.83537 0.223 0.238 -0.263 -0.256
O -3.10782 -3.25609 0.24535 0.099 -0.148 -0.252 -0.257
C -2.95432 -2.27426 1.30167 0.018 0.731 0.601 -0.237
C -3.95141 -1.13943 1.20121 -0.087 -0.060 -0.398 -0.058
C -2.75055 -4.49384 -1.90415 0.137 -0.128 -0.032 -0.117
H -1.92968 -1.89877 1.31066 0.033 -0.132 -0.162 0.105
H -3.10693 -2.81432 2.23408 0.045 -0.319 -0.196 0.122
H -3.77985 -0.54283 0.30755 0.013 0.107 0.070 0.057
H -3.86249 -0.47922 2.06310 0.059 -0.033 0.017 0.093
H -4.97240 -1.51870 1.14660 0.006 -0.019 0.085 0.089
H -2.02563 -5.14225 -1.41791 -0.023 0.019 0.045 0.072
H -2.53066 -4.40870 -2.96646 -0.002 0.073 0.007 0.074
H -3.76298 -4.86102 -1.76151 -0.009 0.048 0.025 0.075
O 1.18986 -1.94935 1.42826 -0.190 -0.005 0.298 -0.265
S 1.12400 -3.34953 1.14660 0.379 -0.316 -0.657 0.578
O -0.01337 -4.12937 1.52716 -0.167 0.168 0.181 -0.271
O 2.44256 -4.04946 1.72068 0.004 0.004 -0.116 -0.262
C 2.74358 -3.87412 3.11633 -0.007 0.031 0.654 -0.256
C 1.83113 -4.68925 4.01332 -0.253 0.000 -0.093 -0.077
C 1.44973 -3.62288 -0.56015 0.147 -0.027 -0.194 -0.117
H 2.70918 -2.81422 3.37598 -0.084 0.024 -0.156 0.116
H 3.77229 -4.20642 3.24716 0.022 -0.004 -0.297 0.119
H 0.80132 -4.34095 3.95125 0.017 0.024 0.012 0.069
H 2.15076 -4.61038 5.05313 0.105 0.011 -0.038 0.080
H 1.83756 -5.73812 3.71536 0.069 -0.005 0.033 0.083
H 2.33506 -3.06028 -0.84694 0.038 -0.017 0.083 0.077
H 0.57788 -3.27105 -1.11365 0.119 -0.014 0.238 0.032
H 1.59361 -4.68835 -0.72473 0.031 -0.002 0.085 0.076
O 0.11753 3.77630 1.46285 0.142 0.166 0.461 -0.356
S 0.48318 2.56587 2.12957 0.030 -0.522 -0.573 0.566
O -0.28210 2.06469 3.22821 -0.095 0.227 0.217 -0.273
O 2.02127 2.67290 2.57959 0.099 -0.125 -0.064 -0.264
C 2.39946 3.78615 3.39971 0.020 0.386 0.390 -0.268
C 1.91160 3.64523 4.82991 -0.236 -0.062 0.033 -0.080
C 0.66619 1.27852 0.94846 0.206 -0.060 -0.060 -0.108
H 2.04647 4.71795 2.95227 -0.107 -0.092 -0.086 0.114
H 3.48867 3.81358 3.38928 -0.006 -0.184 -0.204 0.116
H 0.82436 3.67536 4.88098 0.009 0.013 -0.022 0.069
H 2.30053 4.45709 5.44688 0.093 -0.001 -0.059 0.076
H 2.23004 2.69115 5.25111 0.065 0.025 0.001 0.081
H 1.27318 1.63463 0.11917 0.012 0.021 0.021 0.062
H -0.33380 1.02088 0.60180 -0.071 0.125 0.088 0.070
H 1.12623 0.41858 1.42933 -0.042 0.038 -0.003 0.048
O 2.78173 1.14154 -2.06818 0.343 0.006 0.177 -0.271
S 2.80650 0.77433 -3.44869 -0.664 0.048 -0.426 0.567
O 3.94493 0.11925 -4.01687 0.219 -0.038 0.205 -0.282
O 2.44936 2.05371 -4.32719 -0.070 -0.140 -0.036 -0.260
C 3.24859 3.23919 -4.15669 0.481 0.489 0.063 -0.249
C 4.62390 3.10578 -4.78300 0.093 -0.273 0.037 -0.078
C 1.36772 -0.16573 -3.82923 -0.116 0.044 -0.028 -0.112
H 3.31830 3.49344 -3.09762 -0.081 -0.165 0.032 0.118
H 2.70268 4.04309 -4.64655 -0.246 -0.192 -0.011 0.123
H 5.21900 2.34848 -4.27453 -0.004 0.021 0.019 0.067
H 5.16167 4.05260 -4.72285 -0.105 0.056 -0.009 0.079
H 4.54216 2.80630 -5.82822 -0.019 0.076 -0.015 0.083
H 0.49475 0.34128 -3.42609 0.017 0.007 0.016 0.082
H 1.48718 -1.14086 -3.36213 0.050 0.032 0.055 0.069
H 1.29455 -0.27519 -4.90796 0.035 0.022 -0.001 0.075
```
Positions in Å, forces in eV/Å.

2.
The following is a quantum chemistry calculation of a structure of composition C14H34O19S4V in a non-equilibrium geometry, from the OMol25 dataset.

Values from the calculation:
**Total energy**: -4520.16863 a.u.
**Expectation value of S²**: 2.021
**Relative energy (zero: lowest compared OMol25 entry of this formula, charge and spin)**: 0.0 kcal per mole
**Orbital gap (alpha / beta)**: 3.99 / 7.33 eV
**Multiplicity**: 3
**Total charge**: -1

Geometry as XYZ:
```
72
Properties=species:S:1:pos:R:3:forces:R:3:lowdin_charge:R:1
O -8.48345 -20.39133 -6.39704 0.037 1.038 0.197 -0.435
V -7.64603 -21.66747 -6.86450 -0.908 -0.091 1.295 0.790
O -4.20862 -22.69729 -4.81616 -0.470 0.221 -0.458 0.095
C -5.36939 -22.34613 -5.45691 -1.245 1.621 -0.852 -0.817
O -5.55652 -21.24903 -5.98725 2.897 2.912 -0.248 -0.039
O -6.35469 -23.06709 -5.54669 -1.043 -4.722 1.189 -0.046
H -4.30945 -23.64345 -4.68888 0.035 -0.271 0.213 0.097
O -10.63282 -23.72277 -8.43116 -1.848 -0.921 -1.354 0.114
C -9.80459 -22.86171 -7.86592 2.759 0.558 -0.627 -0.900
O -9.44406 -22.96768 -6.71890 -0.534 -2.505 5.277 -0.018
O -9.14118 -22.08214 -8.53043 -0.358 1.829 -4.471 -0.038
H -10.94334 -24.35675 -7.78058 0.073 0.178 0.401 0.109
O -10.00806 -22.16194 -1.79383 1.233 0.234 -0.419 -0.295
S -8.75992 -22.12632 -2.52379 1.305 -0.430 -1.143 0.678
O -8.71886 -21.80683 -3.95107 -0.083 -0.447 3.016 -0.274
O -7.72585 -21.15642 -1.67258 -4.001 -1.243 0.545 -0.268
C -6.60106 -20.68444 -2.27229 2.983 0.622 -0.038 -0.317
C -5.98221 -19.66283 -1.28495 -0.443 0.457 -1.135 -0.053
C -7.87605 -23.71872 -2.20840 -0.578 0.121 -0.763 -0.106
H -6.77372 -20.18794 -3.22717 -0.224 -0.078 -0.047 0.130
H -5.93657 -21.53403 -2.42963 0.403 0.022 -0.329 0.112
H -5.26091 -19.06896 -1.84633 0.044 0.086 0.005 0.073
H -5.48788 -19.95873 -0.35965 -0.321 -0.668 -0.144 0.068
H -6.83349 -19.02029 -1.06009 0.201 0.294 0.331 0.076
H -8.45042 -24.45695 -2.76804 -0.344 -0.053 0.318 0.064
H -7.81004 -23.94512 -1.14422 -0.320 0.220 -0.110 0.062
H -6.89398 -23.81333 -2.67178 0.047 0.824 -0.038 0.051
O -13.25745 -16.12650 -1.25580 1.098 -0.290 -3.178 -0.311
S -12.72582 -16.15145 -2.63510 -0.883 -0.070 -1.478 0.703
O -11.53431 -15.41664 -3.03045 -1.052 -0.708 1.076 -0.316
O -12.57292 -17.71634 -3.14743 -1.414 1.428 1.871 -0.265
C -11.67516 -17.96072 -4.20583 2.383 -0.458 -0.991 -0.302
C -11.46115 -19.44710 -4.45946 -0.200 -0.309 0.662 -0.044
C -14.04250 -15.66067 -3.94442 -0.217 -0.324 2.036 -0.092
H -10.72463 -17.53127 -3.88936 0.128 -0.020 -0.268 0.113
H -11.92221 -17.47972 -5.15225 -0.601 0.306 0.120 0.113
H -11.01394 -19.93198 -3.59169 -0.257 0.034 0.229 0.066
H -10.73410 -19.66893 -5.24067 0.037 0.488 -0.316 0.072
H -12.38952 -19.96391 -4.70262 -0.083 0.038 0.007 0.078
H -14.96539 -16.12301 -3.59423 0.097 -0.373 -0.054 0.049
H -13.81258 -16.01631 -4.94878 0.462 0.099 0.341 0.055
H -14.27152 -14.59663 -3.88552 0.661 0.072 -0.108 0.053
O -4.79442 -24.67070 -9.37596 -0.829 0.178 0.319 -0.291
S -6.18530 -24.28010 -9.34486 -1.714 -0.205 -0.518 0.730
O -6.67208 -23.27751 -8.38313 1.395 -2.361 -2.813 -0.284
O -6.56148 -23.82307 -10.90988 -0.306 1.335 2.677 -0.285
C -6.03477 -24.46759 -12.03980 0.276 -0.363 -0.542 -0.311
C -5.19034 -23.53906 -12.89727 0.124 -0.427 0.820 -0.058
C -7.37144 -25.76417 -9.38125 1.229 0.812 0.963 -0.058
H -6.90081 -24.86050 -12.57245 0.081 -0.215 -0.102 0.124
H -5.34774 -25.25775 -11.73694 -0.265 -0.364 0.037 0.110
H -4.34156 -23.33955 -12.24315 0.285 0.452 -0.357 0.083
H -5.66180 -22.60582 -13.20528 -0.103 -0.222 -0.035 0.070
H -4.84985 -24.14693 -13.73552 0.060 0.314 -0.229 0.080
H -7.04879 -26.52920 -10.08747 0.056 0.651 -0.578 0.059
H -8.34366 -25.30432 -9.55849 0.072 -0.192 -0.034 0.067
H -7.31711 -26.30513 -8.43652 -0.157 0.575 0.349 0.065
O -4.96244 -18.41810 -8.12845 -1.279 -1.771 -1.640 -0.275
S -5.42944 -19.63564 -8.79428 2.013 0.338 0.433 0.681
O -6.60849 -20.35071 -8.40676 0.663 0.654 -0.624 -0.309
O -5.58013 -19.34678 -10.38043 0.447 1.174 1.214 -0.257
C -6.04995 -20.36439 -11.22858 -1.588 -0.400 -1.526 -0.280
C -7.53898 -20.15173 -11.69891 0.961 -0.223 1.045 -0.034
C -3.97858 -20.76534 -8.79701 -0.731 0.433 1.036 -0.088
H -5.91549 -21.36870 -10.82688 -0.128 0.108 0.310 0.086
H -5.43333 -20.30291 -12.12531 0.250 0.047 0.009 0.109
H -7.76568 -20.88938 -12.46869 0.011 0.035 -0.083 0.064
H -7.70243 -19.14188 -12.07518 0.224 -0.035 -0.127 0.071
H -8.22718 -20.30814 -10.86824 0.048 -0.101 0.080 0.075
H -3.63501 -20.70679 -7.76424 -0.202 -0.050 0.143 0.058
H -3.14542 -20.41305 -9.40516 -0.497 -0.023 -0.397 0.070
H -4.32159 -21.78949 -8.94393 0.148 0.130 -0.392 0.045
```
Positions in Å, forces in eV/Å.

Question: What is the total energy in the second record?
Answer: -4520.16863 a.u.